#i
Entry from the OMol25 dataset: a 2-piece molecular cluster, C5H10O overall (ωB97M-V/def2-TZVPD).

Element x y z (Å)
C: 0.4717 -1.5103 0.1059
C: 1.3239 -1.6189 1.1096
C: 0.9094 -0.9748 -1.2363
C: 0.2311 0.2295 -1.7076
C: -0.8028 0.8942 -1.0353
H: -0.3601 -2.1922 -0.0398
H: 1.0951 -2.1682 2.0012
H: 2.3049 -1.1657 1.0367
H: 1.9738 -0.6814 -1.3181
H: 0.7729 -1.7262 -2.0332
H: 0.5919 0.6599 -2.6337
H: -1.2849 1.7900 -1.4086
H: -1.1040 0.7137 -0.0126
H: -2.3099 3.1887 2.0066
H: -2.1749 1.8943 2.6955
O: -1.6382 2.6674 2.4698

Results
total charge = +1
LUMO (spin up / spin down) = -0.18826 / -0.32882 Eh
multiplicity = 2
frontier orbital gap (spin up / spin down) = 0.3456 / 0.2044 Eh
⟨S²⟩ = 0.75

=====

#ii
Entry from the OMol25 dataset: a 2-piece molecular cluster, C5H10O overall (ωB97M-V/def2-TZVPD).

Element x y z (Å)
C: 0.3617 0.9661 1.6302
C: 1.8022 1.0825 1.4942
C: 2.4743 2.3427 1.2712
H: 0.1046 0.3902 2.5405
H: -0.2393 1.8563 1.5821
H: -0.0413 0.3841 0.7837
H: 2.4835 0.1829 1.5434
H: 3.5655 2.3283 1.1241
H: 1.9027 3.1565 0.6563
C: -2.1372 -1.1548 -2.5071
C: -1.7498 -1.8979 -1.4265
O: -0.9086 -2.9538 -1.6959
H: -3.1715 -0.5408 -2.3070
H: -1.5290 -0.6919 -3.3486
H: -2.3631 -2.0549 -0.4555
H: -0.5547 -3.3955 -0.8850

Results
total charge = +1
LUMO (spin up / spin down) = -0.15466 / -0.33192 Eh
multiplicity = 2
frontier orbital gap (spin up / spin down) = 0.3334 / 0.0910 Eh
⟨S²⟩ = 0.77

=====

On energetic grounds, #i is preferred over the next structure by 151.3 kJ/mol.